# 1
# C10H10F6N3O6S4ScTe4

C10H10F6N3O6S4ScTe4 as an isolated structure (the ωB97M-V functional and the def2-TZVPD basis, the OMol25 dataset).

The calculation puts the highest occupied orbital energy at -1.54 eV. The HOMO-LUMO gap comes out at 5.5 eV. As for the net charge: -2. For the total energy, the calculation gives -136812.7327 eV.

Geometry (Å):
Sc 0.61605 0.15081 -0.30769
C 0.08326 -1.44172 3.01689
O -0.53453 -0.83711 1.87678
C -1.56011 -1.65593 1.34421
C -0.97033 -2.69006 0.42425
O -0.11842 -1.97609 -0.48759
C 0.18070 -2.78023 -1.64264
H -0.66630 -1.55197 3.80669
H 0.88292 -0.78679 3.33915
H 0.50142 -2.41966 2.77669
H -2.22605 -0.99552 0.78946
H -2.12729 -2.15160 2.13874
H -1.76616 -3.18386 -0.14108
H -0.37696 -3.45119 0.93940
H -0.67261 -2.74171 -2.32353
H 0.38017 -3.80001 -1.31762
H 1.06370 -2.36919 -2.12301
Te 2.98188 -0.82806 1.06761
Te 2.79317 -3.51396 0.71768
Te 0.00861 -5.82886 2.79440
Te 2.37677 -4.56313 3.20464
F -0.46575 3.41782 -1.31174
C -1.64564 3.56828 -0.73573
F -1.76030 4.84293 -0.34202
F -2.61128 3.31181 -1.60649
S -1.85427 2.49608 0.76523
O -1.39105 1.15505 0.46451
O -3.23308 2.67177 1.07590
N -0.88058 3.18217 1.81190
S 0.53825 2.49795 1.95012
O 1.11157 2.14403 0.63955
O 0.65181 1.53414 2.99390
C 1.57101 3.91901 2.49730
F 1.15260 4.35543 3.68347
F 2.82915 3.50912 2.60775
F 1.51597 4.92319 1.62693
S -0.93776 0.40806 -2.38105
C 0.48582 0.26902 -3.33684
S 1.96771 0.16493 -2.43587
C 0.45105 0.22261 -4.71818
C -0.77893 0.29743 -5.43542
N -1.76935 0.37029 -6.02198
C 1.63498 0.11668 -5.50579
N 2.56818 0.03806 -6.17889

Forces on atoms 1 to 6 (eV/Å):
Sc -0.521 -0.654 0.368
C 0.039 -0.049 0.055
O 0.045 0.030 -0.067
C -0.077 -0.114 0.021
C 0.117 0.165 -0.032
O 0.135 -0.088 -0.279



# 2
# C10H10N2

A 2-piece molecular cluster, C10H10N2 overall in a non-equilibrium geometry (the ωB97M-V functional and the def2-TZVPD basis, the OMol25 dataset).

The calculation puts the highest occupied orbital energy at -9.62 eV. The HOMO-LUMO gap comes out at 10.3 eV. For the total energy, the calculation gives -13510.0896 eV. The SMILES is c1ccncc1.c1ccncc1.

Geometry (Å):
C -0.84598 2.86539 0.98389
C -0.57368 2.32666 2.24407
C 0.70177 2.13470 2.63948
C 1.72453 2.38710 1.63845
C 1.36879 2.87720 0.30624
C -0.83953 -2.15180 -2.80095
C -0.52756 -1.28493 -1.76246
C -0.06643 -1.88192 -0.64305
C -0.22044 -3.28365 -0.52321
C -0.59923 -4.00968 -1.58988
H -1.84878 3.27542 0.78454
H -1.42642 2.21202 2.88273
H 0.82362 1.76620 3.66879
H 2.77183 2.20238 1.71858
H 2.18407 3.15077 -0.28012
H -1.11428 -1.85798 -3.78782
H -0.86476 -0.26032 -1.85206
H 0.60560 -1.32321 0.22190
H 0.31546 -3.80180 0.32509
H -0.80835 -5.13779 -1.50201
N 0.12380 3.24848 0.08935
N -0.88406 -3.45323 -2.76154

Forces on atoms 1 to 6 (eV/Å):
C 1.279 1.632 -0.549
C -1.676 0.890 -1.563
C 2.812 -0.300 -1.111
C -1.944 -0.179 -0.930
C -1.119 -0.747 5.551
C -0.705 0.293 -0.982



# 3
# C10H10N2

C10H10N2 as an isolated structure in a non-equilibrium geometry (the ωB97M-V functional and the def2-TZVPD basis, the OMol25 dataset).

The calculation puts the highest occupied orbital energy at -7.40 eV. The HOMO-LUMO gap comes out at 7.4 eV. For the total energy, the calculation gives -13502.6587 eV.

Geometry (Å):
C -1.45587 -2.34086 0.13915
C -2.29706 0.06850 -0.06728
C -1.98435 1.42072 -0.11111
C -0.74119 1.89677 0.00280
C 0.45749 0.99386 -0.01708
C 1.71233 1.48165 0.07709
C 2.82166 0.47313 0.01423
C 2.54683 -0.91916 -0.07660
C 1.23193 -1.34829 -0.13637
C 0.08227 -0.40573 -0.09168
H -0.60125 -2.85323 0.73095
H -2.23488 -2.20402 0.56914
H -1.70212 -2.99756 -0.45088
H -3.46945 -0.35436 -0.13300
H -2.63020 1.95304 -0.28926
H 0.35335 3.46497 -0.04477
H 1.78302 2.37420 0.25396
H 3.71764 0.89890 0.07292
H 3.19949 -1.39459 -0.38297
H 0.92158 -2.65386 -0.03121
N -1.18669 -0.81042 -0.07585
N -0.52451 3.25632 0.04780

Forces on atoms 1 to 6 (eV/Å):
C 11.538 6.057 3.081
C -0.036 0.173 -0.603
C 6.325 -13.199 2.800
C 6.672 6.119 0.179
C -4.175 -1.756 -0.100
C 2.211 -12.992 -1.610



# 4
# C10H10N2

One molecule with the formula C10H10N2 in a non-equilibrium geometry (the ωB97M-V functional and the def2-TZVPD basis, the OMol25 dataset).

The calculation puts the highest occupied orbital energy at -7.90 eV. The HOMO-LUMO gap comes out at 8.4 eV. For the total energy, the calculation gives -13512.3917 eV. The SMILES is Cc1ccnc2ccc(N)cc12.

Geometry (Å):
C 1.65440 2.20303 0.11782
C 1.53304 0.67761 0.05258
C 2.66806 -0.10219 -0.04453
C 2.54600 -1.48556 -0.05781
C 0.27868 -1.40164 0.01494
C -0.98203 -2.09476 0.09316
C -2.13188 -1.41569 0.08644
C -2.17207 0.02026 -0.02090
C -0.97681 0.71793 -0.11851
C 0.27526 0.04620 -0.03432
H 0.89621 2.66941 -0.60231
H 2.69080 2.52861 -0.03850
H 1.32472 2.56627 1.17042
H 3.67274 0.35450 -0.02971
H 3.46639 -2.13692 0.02173
H -0.89169 -3.18344 0.22193
H -3.09965 -1.99772 0.14950
H -4.25392 0.14360 -0.34000
H -3.50183 1.55786 -0.25692
H -0.92052 1.82368 -0.41129
N 1.38267 -2.11384 -0.04813
N -3.45859 0.62282 0.07441

Forces on atoms 1 to 6 (eV/Å):
C -1.700 0.188 0.994
C 0.366 1.100 -0.894
C 0.384 0.553 0.528
C 0.711 -1.303 0.175
C -1.369 1.676 -0.386
C 1.676 -0.511 0.131



# 5
# C10H10N2O

One molecule with the formula C10H10N2O in a non-equilibrium geometry (the ωB97M-V functional and the def2-TZVPD basis, the OMol25 dataset).

The calculation puts the highest occupied orbital energy at -8.75 eV. The HOMO-LUMO gap comes out at 9.2 eV. For the total energy, the calculation gives -15555.1239 eV. The SMILES is C=C[C@](O)(C#CC)c1ncccn1.

Geometry (Å):
C 0.57265 0.31772 -2.53702
C 0.34539 -0.17705 -1.48418
C -0.52115 1.86343 2.90946
C 0.70048 1.20523 2.61236
C -1.53093 1.70678 1.89446
C -0.30011 0.03752 0.99777
C 0.24180 -3.32890 0.30994
C 0.65580 -2.05420 0.27113
C 0.80714 1.10361 -3.68519
C -0.19515 -1.07844 -0.45373
N 0.80969 0.31960 1.66144
N -1.39221 0.77301 0.91879
O -1.45115 -1.38979 -0.87766
H -0.56597 2.67394 3.68984
H 1.63531 1.38205 3.20132
H -2.20141 2.56864 1.83836
H 0.94193 -4.05199 0.80656
H -0.65849 -3.54062 -0.12333
H 1.55695 -1.71194 0.58655
H -0.01336 0.99726 -4.40725
H 0.78857 2.12353 -3.30349
H 1.77756 0.89959 -4.24431
H -2.00335 -0.63898 -0.58183

Forces on atoms 1 to 6 (eV/Å):
C 0.404 -0.090 -0.098
C 0.326 -1.825 1.517
C 0.078 0.408 -1.345
C -0.288 0.911 2.104
C 2.437 0.555 1.055
C 0.029 -0.259 -3.784



# 6
# C10H10N2O

One molecule with the formula C10H10N2O in a non-equilibrium geometry (the ωB97M-V functional and the def2-TZVPD basis, the OMol25 dataset).

The calculation puts the highest occupied orbital energy (spin up / spin down) at -7.53 / -7.53 eV. The HOMO-LUMO gap (spin up / spin down) comes out at 7.7 / 7.7 eV. For the total energy, the calculation gives -15552.3696 eV.

Geometry (Å):
C 1.14723 -0.01959 -3.09433
C 0.63529 1.32589 -2.82794
C 1.61778 -0.81831 -2.11701
C -0.02415 1.46712 -1.66304
C 1.84600 -1.17642 0.30920
C -0.47153 0.49826 0.57020
C 1.34272 -0.46075 -0.71147
C 0.19068 0.47803 -0.59312
C 1.87206 -0.27984 2.60901
C -1.69093 -0.61923 2.13522
N 0.59996 -0.01404 2.69072
N -0.25588 -0.44826 1.71387
O 2.89725 -0.19035 3.12795
H 1.16471 -0.28123 -4.19768
H 0.64759 1.99181 -3.71998
H 2.07912 -1.78713 -2.18072
H -0.56222 2.26703 -1.34948
H 2.70931 -1.77958 0.27702
H -1.20459 1.26466 0.59277
H -2.46881 -0.82437 1.40796
H -1.62364 -1.42021 2.89921
H -1.91120 0.16967 2.79337
H 0.25481 0.52514 3.38997

Forces on atoms 1 to 6 (eV/Å):
C 1.244 -0.472 -1.641
C -1.128 -0.812 -0.459
C -0.560 0.424 0.403
C 2.023 -1.908 -0.264
C -0.180 2.845 2.662
C 1.471 -0.379 0.069